No. 1
# C5H8BrClO

A cluster of 2 separate species, C5H8BrClO in total at a distorted geometry (ωB97M-V/def2-TZVPD, OMol25).

Element x y z (Å)
C 0.8859 -0.0329 -0.5082
C -1.2724 0.8493 -1.4048
C -1.0735 -1.2024 0.0803
C -0.5392 0.2357 -0.1497
C 2.1918 0.4315 1.4346
O 1.5710 -0.6574 -1.2114
Cl 2.7622 -1.1016 1.8730
Br 1.1429 1.3476 2.7171
H -2.3438 0.9319 -1.2546
H -1.1640 1.8655 -1.6245
H -1.0362 0.2520 -2.2949
H -2.0548 -1.3489 0.2416
H -0.8798 -1.7207 -0.8391
H -0.5323 -1.5554 0.9251
H -0.7138 0.7339 0.8848
H 3.0561 0.9718 1.1307

As for the orbital gap (alpha / beta): 8.106 / 8.108 eV. For the energy relative to the best compared isomer or geometry (same formula, charge and spin), the calculation gives 237.63 kJ/mol. The HOMO energy (alpha / beta) is -7.8 / -7.8 eV.

---

No. 2
# C23H32CrF6N6O11P2S3Se

A structure of composition C23H32CrF6N6O11P2S3Se at a distorted geometry (ωB97M-V/def2-TZVPD, OMol25).

Element x y z (Å)
Cr -0.2770 0.6457 0.5526
S -3.7476 -0.2945 3.3211
C -2.4768 0.1300 4.4204
C -2.5326 0.1420 5.8103
C -1.4175 0.5743 6.4989
C -0.2755 0.9830 5.8025
C -0.2167 0.9555 4.4238
C -1.3347 0.5144 3.7096
N -1.4928 0.4358 2.3138
C -2.7016 0.0690 1.9944
C -3.1107 0.0327 0.6017
C -4.4100 -0.2565 0.1910
C -4.7136 -0.2167 -1.1581
C -3.7101 0.0884 -2.0768
C -2.4177 0.3580 -1.6536
C -2.0891 0.3526 -0.2967
H -3.4336 -0.1686 6.3269
H -1.4333 0.6066 7.5815
H 0.5850 1.3398 6.3563
H 0.6664 1.2711 3.8907
H -5.1746 -0.5041 0.9218
H -5.7236 -0.4115 -1.4992
H -3.9440 0.1164 -3.1358
H -1.6510 0.5902 -2.3811
C 3.9671 0.9415 -2.7058
N 3.4145 -0.2579 -2.0607
C 4.4167 -0.9691 -1.2690
P 1.7701 -0.2874 -1.7553
O 0.6137 0.5872 -1.2473
O 1.2841 -1.9123 -1.5837
P 0.5096 -2.4226 -0.2965
O -0.2610 -1.4529 0.5490
N 1.5853 -3.2855 0.5865
C 2.5210 -4.2122 -0.0187
C 1.3478 -3.4717 2.0132
N -0.6052 -3.4943 -0.9526
C -0.2306 -4.2057 -2.1725
C -2.0312 -3.1513 -0.9327
N 1.3955 -0.1650 -3.4014
C 1.9530 -1.0958 -4.3694
C 0.2285 0.5267 -3.9180
H 4.7249 0.6375 -3.4386
H 4.4217 1.6014 -1.9649
H 3.1830 1.4916 -3.2196
H 4.8092 -0.3774 -0.4389
H 5.2386 -1.2173 -1.9485
H 4.0034 -1.8897 -0.8673
H 2.7173 -3.9304 -1.0527
H 2.1482 -5.2446 0.0034
H 3.4690 -4.1782 0.5245
H 0.6759 -2.6981 2.3766
H 2.2939 -3.3816 2.5528
H 0.9107 -4.4554 2.2243
H 0.8275 -4.4640 -2.1662
H -0.4297 -3.6078 -3.0709
H -0.8057 -5.1326 -2.2375
H -2.2564 -2.5355 -0.0689
H -2.6156 -4.0730 -0.8755
H -2.3368 -2.6041 -1.8319
H 2.7622 -1.6732 -3.9294
H 2.3440 -0.5579 -5.2407
H 1.1813 -1.7937 -4.7242
H -0.0964 1.2958 -3.2267
H -0.6066 -0.1643 -4.1133
H 0.4868 1.0051 -4.8681
O 1.2735 0.9669 1.9654
Se 2.6314 0.8692 0.9990
O 3.9855 0.7097 1.8619
O 2.3037 -0.5761 0.1613
O 2.7096 2.0680 -0.0820
F 1.6939 4.8613 0.2119
C 0.9851 4.6934 -0.8744
F 1.7207 4.1344 -1.8340
F 0.5719 5.8930 -1.3184
S -0.5760 3.6791 -0.6567
O -0.3444 2.7090 0.4392
O -0.8424 3.1949 -1.9719
N -1.6928 4.7303 -0.2587
S -1.9074 5.2436 1.2392
O -3.0248 6.1370 1.2633
O -0.6829 5.6117 1.8970
C -2.5449 3.7687 2.2082
F -3.5995 4.1533 2.9378
F -2.9401 2.7822 1.3985
F -1.6169 3.2931 3.0344

Its spin multiplicity is 2. As for the orbital gap (alpha / beta): 8.238 / 8.285 eV. Its net charge is -1. For the energy relative to the best compared isomer or geometry (same formula, charge and spin), the calculation gives 186.64 kJ/mol. The HOMO energy (alpha / beta) is -6.4 / -6.2 eV.

---

No. 3
# C16H57N11O11

A cluster of 11 separate species, C16H57N11O11 in total at a distorted geometry (ωB97M-V/def2-TZVPD, OMol25).

Element x y z (Å)
C 2.3954 -2.8517 5.7559
C 2.8912 -2.9694 4.3237
C 3.6206 -1.7254 3.8157
O 3.6916 -1.6854 2.4273
C 2.7528 -0.8809 1.7776
N 3.6824 -4.2052 4.0604
H 1.9738 -3.8253 6.0152
H 1.5931 -2.1231 5.8394
H 3.2418 -2.6855 6.4287
H 1.9741 -2.9724 3.7216
H 4.6336 -1.7329 4.2375
H 3.1563 -0.8223 4.2369
H 2.5907 0.0860 2.2722
H 1.7929 -1.4234 1.8555
H 2.8191 -0.6520 0.7169
H 3.8701 -4.0592 3.0677
H 4.5561 -4.0616 4.5628
C 1.9952 -5.1638 -3.0879
C 0.7283 -4.4926 -3.6045
C 0.4018 -3.2502 -2.7826
O 1.5323 -2.4612 -2.5527
C 1.2616 -1.3709 -1.7013
N 1.0017 -4.1414 -5.0197
H 2.3937 -5.9023 -3.7852
H 1.8686 -5.7241 -2.1572
H 2.7739 -4.4206 -2.9147
H -0.0561 -5.2483 -3.6508
H -0.0887 -3.5753 -1.8523
H -0.3630 -2.6599 -3.3144
H 0.7967 -1.7127 -0.7696
H 0.6021 -0.6229 -2.1552
H 2.2344 -0.9543 -1.4366
H 1.8024 -3.5162 -5.0766
H 0.2327 -3.5496 -5.3304
C -2.2541 3.1897 -5.6190
C -1.3825 4.1401 -4.8081
C 0.0353 3.6128 -4.6149
O 0.1388 2.3631 -3.9502
C -0.4057 2.4187 -2.6461
N -1.2287 5.4355 -5.5203
H -3.2385 3.6383 -5.7939
H -2.3622 2.2898 -5.0063
H -1.9430 2.9643 -6.6391
H -1.7517 4.4292 -3.8254
H 0.6005 4.3420 -4.0165
H 0.5613 3.5143 -5.5670
H -1.4943 2.4301 -2.6340
H 0.0532 3.2321 -2.0709
H -0.0638 1.5225 -2.1260
H -0.8650 5.3459 -6.4641
H -2.1856 5.7485 -5.6680
O -1.2844 -2.5077 0.2060
H -1.4090 -1.9125 0.9695
H -2.0769 -2.4000 -0.3282
O -2.6805 3.8145 2.1057
H -1.7705 3.5243 2.0945
H -2.9347 3.6594 1.1894
O 0.0767 2.6623 2.2170
H 0.5560 2.4905 3.0361
H 0.6986 3.1586 1.6581
O -0.1821 0.7258 0.1915
H -0.3525 1.4572 0.8204
H -0.1261 -0.0609 0.7473
C -1.5335 -2.5322 3.6408
O -1.3419 -1.6733 2.7784
N -0.6069 -3.5174 3.9527
N -2.6612 -2.5481 4.4060
H -1.0034 -4.2139 4.5626
H -0.0604 -3.8606 3.1792
H -3.2975 -1.8135 4.1437
H -2.9311 -3.3199 4.9815
C -2.1221 1.1760 5.3416
O -2.7584 0.2785 5.8684
N -1.3795 0.9598 4.1977
N -2.0332 2.4721 5.8239
H -1.4022 -0.0173 3.9335
H -1.0998 1.7056 3.5886
H -2.3144 2.5896 6.7809
H -1.2360 2.9786 5.4856
C 1.6955 3.2691 -1.3401
O 1.2178 3.4022 -0.2171
N 1.8772 4.2916 -2.2292
N 2.0143 2.0244 -1.8138
H 2.1768 4.0605 -3.1580
H 1.7783 5.2614 -2.0022
H 1.7229 1.2911 -1.1893
H 2.3991 1.8836 -2.7261
C -3.5069 1.4144 -0.9250
O -3.5519 2.2643 -0.0492
N -2.5070 0.4799 -0.9746
N -4.4878 1.2742 -1.8714
H -1.7435 0.6780 -0.3385
H -2.5451 -0.4159 -1.4178
H -4.4869 0.5196 -2.5315
H -5.3529 1.7651 -1.7423

As for the orbital gap: 9.568 eV. For the energy relative to the best compared isomer or geometry (same formula, charge and spin), the calculation gives 0.00 kJ/mol. As for the SMILES: COC[C@H](C)N.COC[C@H](C)N.COC[C@H](C)N.NC(N)=O.NC(N)=O.NC(N)=O.NC(N)=O.O.O.O.O. The HOMO energy is -9.3 eV.

---

No. 4
# C26H45BN4O5S

A structure of composition C26H45BN4O5S at a distorted geometry (ωB97M-V/def2-TZVPD, OMol25).

Element x y z (Å)
O 0.4615 -1.0570 4.5195
C 1.3416 -2.1838 4.5232
C 0.5153 -3.4603 4.3529
C -0.0263 -3.4955 2.9438
C 0.8910 -3.8234 1.9089
C 0.5504 -3.8517 0.6035
B 1.6587 -4.2041 -0.4723
O 1.5086 -3.7428 -1.7613
O 2.7343 -4.9964 -0.1140
C -0.8055 -3.5361 0.2978
N -1.3518 -3.4856 -0.9176
S -2.8840 -3.0683 -0.7103
N -2.9318 -2.9272 0.8821
C -1.7101 -3.2162 1.3247
C -1.2987 -3.2003 2.6730
H 0.4035 -0.7745 3.6033
H 1.9029 -2.1873 5.4532
H 2.0387 -2.0869 3.6928
H 1.1185 -4.3487 4.5304
H -0.3242 -3.4518 5.0420
H 1.9133 -4.0415 2.1802
H 1.4631 -2.7812 -1.7465
H 3.4390 -4.4448 0.2379
H -1.9690 -2.9333 3.4741
C 0.0700 -0.9700 -8.1096
C 1.4245 -0.8914 -7.3774
C 1.8751 -2.2977 -6.9836
C 1.0151 -2.8992 -5.8726
C 0.9599 -1.9709 -4.6609
C 0.6083 -0.5154 -4.9822
N 1.3463 -0.0071 -6.1773
O 2.5375 0.3709 -5.8314
C -0.9118 -0.3657 -5.1952
C 0.9206 0.3421 -3.7581
C 2.3936 -0.3013 -8.3975
H 0.2130 -1.3932 -9.1038
H -0.6608 -1.6085 -7.6202
H -0.3663 0.0224 -8.2313
H 2.9166 -2.2679 -6.6478
H 1.8513 -2.9444 -7.8632
H 0.0065 -3.1130 -6.2357
H 1.4348 -3.8601 -5.5697
H 0.2397 -2.3622 -3.9384
H 1.9372 -2.0026 -4.1670
H -1.1549 0.6432 -5.5318
H -1.4391 -0.5361 -4.2563
H -1.3300 -1.0736 -5.9066
H 1.9499 0.2213 -3.4227
H 0.2717 0.0446 -2.9338
H 0.7490 1.4003 -3.9589
H 2.0806 0.7002 -8.6979
H 2.4120 -0.9303 -9.2869
H 3.4126 -0.2422 -8.0200
C -1.3406 5.4100 3.3631
C -1.7626 3.9275 3.3906
C -3.0043 3.7664 4.2669
C -2.7057 3.9796 5.7510
C -1.5718 3.0665 6.2190
C -0.3211 3.0967 5.3352
N -0.6556 3.0536 3.8781
O -0.8664 1.8286 3.5064
C 0.5242 4.3494 5.6449
C 0.5629 1.9098 5.7028
C -2.0999 3.5840 1.9426
H -2.0510 5.9841 2.7683
H -1.3249 5.8835 4.3412
H -0.3561 5.5275 2.9081
H -3.4221 2.7640 4.1302
H -3.7719 4.4701 3.9378
H -2.4605 5.0263 5.9497
H -3.6041 3.7660 6.3336
H -1.2896 3.3267 7.2412
H -1.9542 2.0416 6.2586
H 1.3555 4.4341 4.9435
H 0.9454 4.2756 6.6474
H -0.0373 5.2808 5.6230
H 0.0293 0.9666 5.6469
H 0.9217 2.0148 6.7271
H 1.4329 1.8466 5.0474
H -1.2256 3.7045 1.3003
H -2.8787 4.2550 1.5816
H -2.4698 2.5666 1.8299

Its spin multiplicity is 3. As for the orbital gap (alpha / beta): 7.863 / 8.632 eV. The HOMO energy (alpha / beta) is -8.4 / -9.2 eV.